Density functional theory data (ωB97M-V/def2-TZVPD) for an isolated ion of composition C5H10N3 and charge +1 at a distorted geometry.

* E_HOMO: -0.474 Ha
* frontier orbital gap: 9.32 eV
* net charge: +1
* LUMO: -3.6 eV
* structure (SMILES): NCC[n+]1ccc[nH]1

Last column: natural (NBO) charge in e.
Positions of all 18 atoms, in Å:
N (2.997038, -0.285769, -0.165906)  -0.840
C (1.688023, 0.075895, -0.610635)  -0.224
C (0.812099, 0.101561, 0.631875)  -0.230
N (-0.634653, 0.004955, 0.428918)  -0.104
C (-1.330375, -1.146781, 0.202927)  0.047
C (-2.568436, -0.771938, -0.243583)  -0.269
C (-2.568529, 0.646969, -0.300480)  0.056
N (-1.400801, 1.022192, 0.109614)  -0.260
H (3.886525, 0.056653, -0.543871)  0.405
H (3.049618, -0.122499, 0.851555)  0.358
H (1.272198, -0.639680, -1.273337)  0.192
H (1.659624, 1.037288, -1.140059)  0.190
H (0.826449, 0.936703, 1.348121)  0.226
H (0.980452, -0.825891, 1.232325)  0.241
H (-0.851227, -2.073909, 0.288719)  0.256
H (-3.347054, -1.293281, -0.568693)  0.249
H (-3.369843, 1.263271, -0.461075)  0.251
H (-1.101111, 2.014267, 0.213591)  0.456

Force components x, y, z for each atom (eV/Å):
1.16 -0.38 2.08
0.17 1.70 0.08
-1.08 -0.61 1.70
0.49 -2.10 -0.68
-0.20 2.22 -0.39
2.05 3.10 0.51
0.04 -3.78 0.52
1.15 3.34 0.24
-1.15 0.12 -0.47
0.34 -0.28 -0.83
-0.37 -0.93 -0.77
-0.13 0.06 0.10
1.16 0.03 -0.43
0.38 0.74 -0.40
0.46 -1.08 0.29
-2.94 -2.51 -0.98
-1.52 1.64 -0.61
0.00 -1.27 0.04



Density functional theory data (ωB97M-V/def2-TZVPD) for an isolated ion of composition C5H10N3 and charge +1 at a distorted geometry.

* E_HOMO (spin up / spin down): -0.447 / -0.439 Ha
* frontier orbital gap (spin up / spin down): 7.49 / 7.40 eV
* net charge: +1
* LUMO (spin up / spin down): -4.7 / -4.6 eV

Last column: natural (NBO) charge in e.
Positions of all 18 atoms, in Å:
C (0.673782, 0.877062, 0.818786)  -0.018
C (0.756416, -0.419377, 1.280158)  0.295
C (-0.589688, -0.895499, -0.624150)  0.513
C (-1.006557, -1.288792, -1.944393)  -0.729
C (-0.604655, 2.298601, -0.514677)  -0.444
N (0.173051, 1.122926, -0.318349)  -0.283
N (0.114584, -1.276218, 0.412489)  -0.522
N (1.403132, -1.012007, 2.289850)  -0.806
H (0.799393, 1.641752, 1.511330)  0.227
H (-2.037373, -1.405438, -2.073523)  0.277
H (-0.662002, -0.503107, -2.519591)  0.288
H (-0.518460, -2.233812, -2.205486)  0.241
H (-0.012215, 3.034142, -1.131375)  0.234
H (-1.424962, 2.008142, -1.111806)  0.233
H (-0.861231, 2.850344, 0.321248)  0.208
H (0.472209, -2.270411, 0.460841)  0.454
H (2.348846, -0.803033, 2.459677)  0.416
H (0.975731, -1.725276, 2.888968)  0.416

Force components x, y, z for each atom (eV/Å):
0.60 -1.05 2.35
0.02 -0.27 -0.87
0.78 3.54 2.81
1.54 -2.49 1.37
1.94 1.08 -2.71
-1.78 -2.90 -2.37
-0.33 -2.41 -2.87
-0.37 -0.66 1.37
0.50 1.43 1.25
-1.70 0.09 0.10
0.72 1.53 -1.71
0.02 0.09 -0.48
-0.42 -0.82 0.27
-1.14 0.02 -0.50
-0.82 0.57 2.08
-0.74 1.28 0.06
0.99 0.30 0.35
0.20 0.67 -0.49



Density functional theory data (ωB97M-V/def2-TZVPD) for an isolated ion of composition C5H10N3O and charge +1 at a distorted geometry.

* E_HOMO: -0.470 Ha
* frontier orbital gap: 9.96 eV
* net charge: +1
* LUMO: -2.8 eV
* structure (SMILES): Cc1cn(C)c(ON)[nH+]1

Last column: natural (NBO) charge in e.
Positions of all 19 atoms, in Å:
C (-2.669108, 0.621505, 0.855338)  -0.677
C (-1.296460, 0.340162, 0.451313)  0.133
C (-0.277653, 1.267963, 0.426358)  -0.058
N (0.886764, 0.677872, -0.003168)  -0.314
C (2.140387, 1.294992, -0.189413)  -0.422
C (0.581463, -0.621842, -0.265418)  0.705
O (1.426871, -1.418972, -0.843717)  -0.326
N (0.970599, -2.756708, -0.914809)  -0.505
N (-0.716083, -0.831831, 0.110892)  -0.523
H (-3.496657, -0.053514, 0.689323)  0.256
H (-2.766171, 0.851360, 1.958832)  0.256
H (-3.022700, 1.471831, 0.349359)  0.257
H (-0.202012, 2.439783, 0.604567)  0.262
H (2.118364, 2.230250, -0.801793)  0.242
H (2.589450, 1.592866, 0.841550)  0.239
H (2.749530, 0.593645, -0.662011)  0.235
H (0.242664, -2.788185, -1.640240)  0.362
H (1.951869, -3.147319, -1.268574)  0.404
H (-1.211117, -1.763856, 0.301614)  0.476

Force components x, y, z for each atom (eV/Å):
-1.34 -0.16 2.37
1.52 2.67 0.78
-0.64 3.07 0.33
-2.21 -2.48 -0.52
1.38 2.67 1.80
-0.75 1.57 1.32
0.01 0.85 -0.02
2.77 -1.69 -0.54
0.14 -3.19 -0.67
0.43 -1.02 -0.36
0.40 -0.19 -1.10
-0.16 1.44 -0.63
-0.68 -2.96 -0.28
-0.38 -0.88 0.40
-0.71 -0.65 -1.76
1.33 -0.92 -0.68
0.72 -0.05 -0.28
-3.29 0.19 0.65
1.43 1.74 -0.82



Density functional theory data (ωB97M-V/def2-TZVPD) for an isolated ion of composition C5H10N3O and charge +1 at a distorted geometry.

* E_HOMO (spin up / spin down): -0.387 / -0.510 Ha
* frontier orbital gap (spin up / spin down): 7.75 / 6.00 eV
* net charge: +1
* expectation value of S²: 2.020
* spin multiplicity: 3
* LUMO (spin up / spin down): -2.8 / -7.9 eV

Last column: natural (NBO) charge in e.
Positions of all 19 atoms, in Å:
C (-1.980863, 0.652903, 0.661259)  0.183
C (-0.505474, 0.979880, 0.316493)  0.184
C (-1.841936, -0.637519, -0.145136)  -0.314
C (0.601115, -1.023951, -1.001987)  -0.296
C (1.907085, -0.807598, -0.246432)  -0.074
N (-2.681647, 1.257265, 1.519615)  -0.589
N (-0.470183, -0.199691, -0.532361)  0.028
N (0.428589, 1.831009, 0.585463)  -0.659
O (2.460920, 0.416274, -0.653578)  -0.722
H (-1.877685, -1.541653, 0.564183)  0.281
H (-2.470192, -0.924761, -1.038505)  0.276
H (0.807928, -0.963038, -2.036800)  0.275
H (0.316249, -2.065527, -0.736096)  0.246
H (2.511196, -1.628273, -0.396727)  0.209
H (1.715053, -0.818085, 0.806188)  0.182
H (-3.620245, 0.805944, 1.631347)  0.363
H (0.093377, 2.690262, 1.143873)  0.473
H (1.227659, 1.667287, -0.007144)  0.450
H (3.379054, 0.309271, -0.433653)  0.504

Force components x, y, z for each atom (eV/Å):
3.95 1.51 0.03
-6.51 -2.33 0.62
-0.33 -0.85 -0.26
0.24 -1.73 2.22
-2.18 1.53 0.08
-1.83 -0.76 -0.07
0.06 -1.27 -0.27
0.04 2.46 1.20
0.04 -0.22 -0.14
0.61 1.05 -1.04
0.54 0.60 0.80
-0.20 0.35 -1.40
-0.10 0.44 -0.62
1.57 -1.76 -0.90
-0.31 0.21 0.95
0.89 0.63 -0.01
1.37 -1.68 -1.31
1.18 1.10 0.15
0.97 0.73 -0.05



Density functional theory data (ωB97M-V/def2-TZVPD) for an isolated ion of composition C5H10N3O2 and charge +1 at a distorted geometry.

* E_HOMO: -0.483 Ha
* frontier orbital gap: 9.39 eV
* net charge: +1
* LUMO: -3.8 eV
* structure (SMILES): NN[C@]1(O)[NH2+]C=CC=C1O

Last column: natural (NBO) charge in e.
Positions of all 20 atoms, in Å:
N (2.736357, -0.105908, -0.406418)  -0.638
N (1.391927, 0.077119, -0.867154)  -0.494
C (0.385147, 0.137471, 0.244983)  0.482
O (1.064554, 0.149237, 1.478900)  -0.666
N (-0.327477, -1.286722, 0.298688)  -0.544
C (-1.723322, -1.311300, -0.081258)  -0.079
C (-2.366288, -0.224072, -0.431957)  -0.151
C (-1.755432, 1.125632, -0.381297)  -0.304
C (-0.499883, 1.219852, 0.041117)  0.248
O (-0.009365, 2.436936, 0.275615)  -0.643
H (3.136115, -0.837343, -0.951975)  0.369
H (3.251964, 0.805004, -0.623570)  0.367
H (1.222220, 0.892363, -1.431720)  0.373
H (0.972851, 1.140522, 1.711616)  0.511
H (-0.309609, -1.464784, 1.332691)  0.466
H (0.227812, -1.947316, -0.253755)  0.466
H (-2.239979, -2.203890, -0.003416)  0.236
H (-3.223370, -0.246229, -1.008599)  0.244
H (-2.498788, 1.862211, -0.642801)  0.252
H (-0.779110, 2.996909, 0.272012)  0.508

Force components x, y, z for each atom (eV/Å):
-0.06 2.66 -0.62
-1.23 -0.57 1.09
4.35 -3.37 0.07
-1.72 2.89 -0.11
-0.30 1.65 1.83
-0.24 0.70 -0.54
2.51 1.66 -0.46
-0.94 -2.81 -0.07
-3.56 2.26 -0.89
1.76 0.26 0.50
0.37 -0.42 -0.52
-0.64 -1.89 0.62
0.43 0.13 -0.45
0.72 -2.09 0.26
0.60 -0.45 -0.95
0.08 0.11 0.25
-0.35 -2.02 -0.10
-2.26 -0.56 -0.18
0.65 0.86 0.18
-0.18 0.99 0.09



Density functional theory data (ωB97M-V/def2-TZVPD) for an isolated ion of composition C5H10N3O3 and charge +1 at a distorted geometry.

* E_HOMO (spin up / spin down): -0.506 / -0.504 Ha
* frontier orbital gap (spin up / spin down): 6.88 / 6.96 eV
* net charge: +1
* LUMO (spin up / spin down): -6.9 / -6.8 eV

Last column: natural (NBO) charge in e.
Positions of all 21 atoms, in Å:
C (1.120375, -0.075820, -0.339752)  0.056
C (0.134870, 1.010267, -0.451412)  0.513
C (2.203370, 0.054495, 0.614982)  -0.701
C (0.440926, 2.458382, -0.347574)  -0.698
C (-3.364021, -1.676240, 0.485044)  -0.275
N (1.044801, -1.135017, -1.009239)  0.027
N (-1.698967, -0.372583, -0.144868)  0.148
N (-1.185750, 0.704689, -0.787600)  0.151
O (-1.863806, 1.461367, -1.562168)  -0.381
O (1.996421, -1.987194, -0.981487)  -0.427
O (-3.017510, -0.445214, -0.141281)  -0.217
H (2.607205, 1.130602, 0.747548)  0.247
H (3.097360, -0.623825, 0.410561)  0.276
H (1.825006, -0.285255, 1.566938)  0.255
H (1.420894, 2.566761, -0.785199)  0.269
H (0.519450, 2.763007, 0.667667)  0.290
H (-0.265951, 2.900447, -0.957723)  0.288
H (-4.078478, -1.466753, 1.332652)  0.231
H (-2.541889, -2.028553, 1.018559)  0.206
H (-3.647025, -2.439317, -0.206415)  0.224
H (1.704391, -2.727596, -1.573443)  0.520

Force components x, y, z for each atom (eV/Å):
0.41 2.28 1.75
0.12 -1.93 -0.02
3.37 1.61 1.10
1.46 -2.49 -0.54
-1.58 0.14 2.22
-4.10 -0.54 -3.20
1.17 0.55 0.16
-3.07 0.26 -1.48
1.14 -1.09 1.69
1.19 -1.76 0.17
1.69 1.11 -1.33
-0.71 -1.76 -0.18
-1.27 1.08 -0.03
-0.10 0.08 0.58
0.49 0.31 -0.13
-0.30 0.45 1.00
-1.50 1.61 -0.71
0.11 -0.08 -1.52
1.72 -0.61 0.62
-0.63 -0.01 -0.66
0.39 0.79 0.50



| no. | energy (Ha) |
| --- | --- |
| 1 | -360.4924 |
| 2 | -360.3974 |
| 3 | -435.7078 |
| 4 | -435.5863 |
| 5 | -510.9160 |
| 6 | -585.9454 |